1.
Computed, not measured: a molecular structure, C22H18MnN2O2 in a non-equilibrium geometry, with ωB97M-V/def2-TZVPD.

LUMO (spin up / spin down) = -0.0150 / -0.0156 Eh
DFT total energy = -2260.0700 hartree
ΔE to the lowest compared entry with this formula, charge and spin = 16.1 kJ/mol
2S+1 = 2

Element x y z (Å)
Mn  1.48  -0.59  -0.91
C  2.02  -3.96  -0.19
O  1.37  -2.73  0.12
C  0.62  -2.66  1.26
C  0.61  -3.65  2.23
C  -0.18  -3.49  3.36
C  -0.95  -2.36  3.52
C  -0.94  -1.37  2.54
C  -0.15  -1.51  1.41
N  -0.09  -0.55  0.33
N  -1.03  0.28  0.36
C  -1.18  1.18  -0.66
C  -0.57  1.04  -1.92
O  0.29  0.14  -2.23
C  -0.96  1.95  -2.97
C  -1.85  2.93  -2.74
C  -2.49  3.11  -1.46
C  -3.43  4.13  -1.26
C  -4.06  4.27  -0.05
C  -3.74  3.39  0.99
C  -2.82  2.39  0.82
C  -2.17  2.22  -0.42
H  1.30  -4.78  -0.19
H  2.82  -4.16  0.53
H  2.44  -3.83  -1.18
H  1.22  -4.54  2.11
H  -0.18  -4.27  4.12
H  -1.57  -2.23  4.40
H  -1.55  -0.48  2.64
H  -0.49  1.83  -3.94
H  -2.11  3.62  -3.53
H  -3.66  4.80  -2.08
H  -4.78  5.06  0.11
H  -4.24  3.49  1.95
H  -2.58  1.71  1.63
C  3.39  -0.23  0.32
C  3.00  0.97  -0.32
C  3.09  0.76  -1.71
C  3.51  -0.57  -1.94
C  3.73  -1.16  -0.68
H  3.48  -0.38  1.38
H  2.74  1.90  0.16
H  2.85  1.48  -2.48
H  3.71  -1.01  -2.90
H  4.09  -2.16  -0.51

Taken from the natural (NBO) analysis, the atomic charges in e are: Mn 0.987; C -0.246; O -0.523; C 0.278; C -0.284; C -0.189; C -0.226; C -0.209; C 0.131; N -0.294; N -0.109; C -0.088; C 0.418; O -0.713; C -0.272; C -0.115; C -0.135; C -0.162; C -0.238; C -0.200; C -0.215; C 0.075; H 0.192; H 0.185; H 0.211; H 0.222; H 0.217; H 0.219; H 0.237; H 0.225; H 0.209; H 0.207; H 0.213; H 0.211; H 0.219; C -0.335; C -0.335; C -0.284; C -0.354; C -0.291; H 0.233; H 0.237; H 0.236; H 0.234; H 0.220

---

2.
Computed, not measured: C22H18N2S2 in the gas phase in a non-equilibrium geometry, with ωB97M-V/def2-TZVPD.

LUMO = -0.0099 Eh
DFT total energy = -1754.9549 hartree
structure (SMILES) = S=c1nc2sc3c(c2c(-c2ccccc2)n1-c1ccccc1)CCCC3
ΔE to the lowest compared entry with this formula, charge and spin = 0.0 kJ/mol

Element x y z (Å)
S  -1.03  1.64  -4.93
C  -0.78  0.56  -3.67
N  -0.23  -0.61  -4.08
C  -0.07  -1.63  -3.18
S  0.52  -3.20  -3.52
C  0.95  -3.41  -1.78
C  0.57  -2.44  -0.97
C  -0.15  -1.36  -1.76
C  -0.61  -0.18  -1.38
C  -0.85  0.03  0.03
C  -0.22  1.11  0.62
C  -0.39  1.32  1.98
C  -1.33  0.56  2.67
C  -1.98  -0.60  2.11
C  -1.86  -0.74  0.74
N  -0.97  0.80  -2.31
C  -1.79  1.94  -1.97
C  -3.07  1.76  -1.60
C  -3.98  2.78  -1.39
C  -3.61  4.05  -1.73
C  -2.29  4.30  -2.20
C  -1.39  3.23  -2.23
C  1.24  -2.32  0.40
C  1.80  -3.58  0.96
C  2.70  -4.30  -0.09
C  1.79  -4.62  -1.27
H  0.49  1.75  0.07
H  0.09  2.23  2.42
H  -1.74  0.79  3.70
H  -2.89  -1.03  2.52
H  -2.42  -1.52  0.30
H  -3.39  0.73  -1.53
H  -5.01  2.69  -0.98
H  -4.35  4.85  -1.54
H  -1.94  5.26  -2.68
H  -0.43  3.48  -2.74
H  0.46  -2.01  1.12
H  2.02  -1.57  0.50
H  1.00  -4.23  1.45
H  2.46  -3.25  1.78
H  3.52  -3.68  -0.45
H  3.24  -5.18  0.29
H  1.03  -5.40  -1.16
H  2.49  -5.06  -1.99

Taken from the natural (NBO) analysis, the atomic charges in e are: S -0.202; C 0.235; N -0.465; C 0.097; S 0.412; C -0.105; C -0.074; C -0.104; C 0.243; C -0.099; C -0.165; C -0.225; C -0.185; C -0.224; C -0.172; N -0.421; C 0.203; C -0.234; C -0.207; C -0.201; C -0.209; C -0.211; C -0.435; C -0.392; C -0.397; C -0.442; H 0.230; H 0.228; H 0.222; H 0.223; H 0.219; H 0.213; H 0.223; H 0.216; H 0.228; H 0.243; H 0.228; H 0.221; H 0.208; H 0.210; H 0.207; H 0.219; H 0.220; H 0.222

---

3.
Computed, not measured: a molecular structure, C22H19AsCoN2O7S3, with ωB97M-V/def2-TZVPD.

LUMO (spin up / spin down) = 0.0919 / 0.0919 Eh
total charge = -1
DFT total energy = -6299.1897 hartree
ΔE to the lowest compared entry with this formula, charge and spin = 4.0 kJ/mol

Element x y z (Å)
Co  -0.15  0.34  -1.00
C  1.18  0.20  3.01
C  0.54  -0.13  1.70
N  0.43  0.75  0.76
N  0.59  2.09  1.12
C  -0.11  2.86  0.37
S  -1.04  2.33  -0.99
S  -0.29  4.54  0.92
C  -1.95  4.30  1.65
C  -2.01  3.19  2.66
C  -2.42  1.92  2.28
C  -2.41  0.87  3.19
C  -2.02  1.09  4.50
C  -1.61  2.36  4.89
C  -1.60  3.40  3.98
C  -0.05  -1.44  1.48
C  0.29  -2.52  2.31
C  -0.39  -3.72  2.25
C  -1.46  -3.85  1.35
C  -1.82  -2.81  0.54
C  -1.13  -1.58  0.56
O  -1.54  -0.62  -0.24
H  1.46  1.25  3.05
H  2.08  -0.42  3.12
H  0.51  -0.04  3.83
H  -2.66  4.13  0.84
H  -2.18  5.27  2.11
H  -2.70  1.73  1.25
H  -2.70  -0.12  2.86
H  -2.02  0.27  5.21
H  -1.30  2.53  5.91
H  -1.26  4.38  4.28
H  1.11  -2.41  3.01
H  -0.09  -4.55  2.88
H  -1.99  -4.79  1.29
H  -2.62  -2.90  -0.18
O  -1.11  -0.71  -5.28
As  -0.44  -1.24  -3.72
O  -0.93  -2.74  -3.36
O  -0.85  0.06  -2.74
C  1.42  -1.13  -4.27
C  1.69  -1.45  -5.60
C  2.99  -1.43  -6.08
C  4.05  -1.10  -5.24
C  3.79  -0.79  -3.91
C  2.49  -0.80  -3.44
S  2.23  -0.37  -1.74
O  3.49  -0.52  -1.07
O  1.13  -1.25  -1.26
O  1.65  0.99  -1.71
H  -2.01  -0.40  -5.12
H  0.88  -1.70  -6.26
H  3.18  -1.68  -7.12
H  5.06  -1.09  -5.61
H  4.59  -0.55  -3.23

Taken from the natural (NBO) analysis, the atomic charges in e are: Co 1.154; C -0.687; C 0.378; N -0.306; N -0.359; C -0.080; S -0.032; S 0.226; C -0.531; C -0.054; C -0.213; C -0.202; C -0.230; C -0.235; C -0.159; C -0.254; C -0.098; C -0.303; C -0.177; C -0.259; C 0.396; O -0.653; H 0.261; H 0.228; H 0.233; H 0.233; H 0.224; H 0.243; H 0.225; H 0.208; H 0.204; H 0.197; H 0.194; H 0.201; H 0.203; H 0.228; O -1.042; As 2.451; O -1.131; O -1.129; C -0.411; C -0.182; C -0.205; C -0.218; C -0.204; C -0.244; S 2.388; O -0.943; O -0.971; O -0.946; H 0.490; H 0.236; H 0.208; H 0.208; H 0.239

---

4.
Computed, not measured: 4 unconnected molecules or ions with the total composition C22H19BClF24N3O11S2 in a non-equilibrium geometry, with ωB97M-V/def2-TZVPD.

LUMO = -0.0575 Eh
DFT total energy = -5519.4435 hartree
structure (SMILES) = O=C=N[C@]1(B(O)O)OS(=O)(=O)O[C@]1(Cl)CCSc1nnco1.FC(F)C(F)(F)COC(F)(F)C(F)F.FC(F)C(F)(F)COC(F)(F)C(F)F.FC(F)C(F)(F)COC(F)(F)C(F)F

Element x y z (Å)
O  7.97  2.21  -0.15
C  7.06  3.18  0.15
N  5.94  4.03  0.17
C  4.80  3.42  -0.61
B  4.37  2.12  0.32
O  3.86  0.82  -0.21
O  4.44  2.29  1.81
O  5.46  3.15  -1.93
S  5.59  4.74  -2.62
O  5.54  4.78  -4.20
O  7.01  5.38  -2.37
O  4.31  5.52  -1.76
C  3.55  4.41  -1.10
Cl  2.94  3.48  -2.60
C  2.46  4.91  0.03
C  1.08  5.55  -0.57
S  -0.19  4.31  -1.15
C  -0.09  2.68  -0.24
N  0.27  2.31  1.18
N  0.18  0.93  1.36
C  -0.30  0.36  0.04
O  -0.44  1.43  -0.96
H  2.90  1.04  -0.48
H  4.80  1.45  2.22
H  2.17  4.11  0.83
H  3.00  5.79  0.63
H  1.34  6.29  -1.44
H  0.58  6.17  0.32
H  -0.49  -0.81  -0.04
F  -4.95  -0.43  2.84
C  -5.82  -1.45  2.65
F  -5.22  -2.56  3.16
C  -6.17  -1.66  1.18
F  -5.10  -2.06  0.46
F  -7.07  -2.69  1.11
C  -6.82  -0.45  0.49
O  -5.95  0.40  -0.25
C  -5.23  1.37  0.52
F  -5.80  1.45  1.75
F  -5.47  2.57  -0.08
C  -3.72  1.11  0.56
F  -3.44  -0.14  1.01
F  -3.10  1.98  1.40
H  -6.71  -1.25  3.25
H  -7.51  -0.85  -0.26
H  -7.47  0.12  1.17
H  -3.28  1.21  -0.43
F  10.24  -2.61  1.66
C  11.17  -1.81  1.10
F  12.31  -2.54  1.05
C  11.39  -0.52  1.89
F  11.92  -0.77  3.12
F  12.33  0.23  1.23
C  10.14  0.37  2.05
O  9.41  0.22  3.27
C  8.49  -0.87  3.30
F  8.31  -1.33  2.04
F  7.29  -0.35  3.68
C  8.90  -1.97  4.29
F  10.16  -2.43  4.05
F  8.07  -3.05  4.20
H  10.87  -1.59  0.07
H  10.50  1.40  2.08
H  9.49  0.33  1.17
H  8.87  -1.60  5.32
F  -11.08  -4.62  -3.65
C  -10.18  -5.34  -4.34
F  -10.68  -6.61  -4.40
C  -8.79  -5.33  -3.71
F  -8.79  -5.96  -2.51
F  -7.96  -6.08  -4.51
C  -8.15  -3.95  -3.56
O  -8.30  -3.31  -2.29
C  -9.54  -2.64  -2.08
F  -10.17  -2.49  -3.28
F  -9.21  -1.37  -1.68
C  -10.42  -3.30  -1.02
F  -10.64  -4.61  -1.29
F  -11.63  -2.70  -0.94
H  -10.15  -4.96  -5.37
H  -7.07  -4.09  -3.67
H  -8.42  -3.27  -4.39
H  -9.94  -3.25  -0.03

Taken from the Löwdin analysis, the atomic charges in e are: O 0.040; C 0.036; N 0.135; C -0.351; B -0.372; O 0.048; O 0.060; O -0.268; S 0.896; O -0.319; O -0.319; O -0.255; C -0.558; Cl 0.750; C -0.149; C -0.453; S 0.855; C -0.452; N -0.023; N -0.001; C -0.051; O -0.118; H 0.116; H 0.125; H 0.119; H 0.162; H 0.113; H 0.108; H 0.157; F 0.088; C -0.291; F 0.092; C -0.426; F 0.123; F 0.098; C -0.051; O 0.037; C -0.472; F 0.122; F 0.138; C -0.270; F 0.077; F 0.090; H 0.176; H 0.127; H 0.150; H 0.166; F 0.085; C -0.291; F 0.091; C -0.428; F 0.122; F 0.103; C -0.058; O 0.033; C -0.476; F 0.121; F 0.130; C -0.263; F 0.087; F 0.094; H 0.176; H 0.153; H 0.129; H 0.176; F 0.086; C -0.292; F 0.093; C -0.430; F 0.124; F 0.102; C -0.052; O 0.030; C -0.472; F 0.123; F 0.126; C -0.261; F 0.090; F 0.096; H 0.176; H 0.152; H 0.147; H 0.172